--- i ---
Formula: C7H9N
Source: the Open Molecules 2025 dataset
Level of theory: ωB97M-V/def2-TZVPD

Results
Structure (SMILES): C#CC12CCN(C1)C2
Highest occupied orbital energy in eV: -9.37

CARTESIAN COORDINATES (ANGSTROEM)
N -1.39056 1.05718 0.41247
C -0.31804 -1.11725 0.78078
C 0.34768 -0.13026 -0.11551
C -1.67774 -0.22614 1.04614
C 1.65177 -0.33895 -0.75161
C -0.83181 0.43199 -0.95818
C 2.58663 -0.70777 -1.41035
C 0.25680 1.07864 0.68402
H 0.58446 1.04473 1.68824
H -2.03772 0.03676 1.95271
H 3.41050 -1.18374 -1.72660
H 0.36780 -1.35199 1.60245
H -0.72452 1.27805 -1.72935
H -1.51952 -0.28896 -1.41382
H -2.53778 -0.70484 0.48955
H -0.54653 -2.14675 0.43574
H 0.64551 1.97498 0.16209

Results of the Mulliken charge analysis, in e, for atoms 1 through 4: atom 1 (N): -0.511, atom 2 (C): -0.591, atom 3 (C): 1.712, atom 4 (C): -0.539

---

--- ii ---
Formula: C7H9N
Source: the Open Molecules 2025 dataset
Level of theory: ωB97M-V/def2-TZVPD

Results
Highest occupied orbital energy in eV: -5.96

CARTESIAN COORDINATES (ANGSTROEM)
N 0.72524 1.13214 0.05068
C 1.39022 -1.14794 -0.05028
C -1.53194 1.18244 0.14909
C 2.73674 -0.98563 0.01900
C -0.41133 1.90380 0.33609
C -1.10963 -0.30896 -0.07907
C 0.34796 -0.23119 0.04993
C -2.34841 -1.23712 -0.26839
H -0.21437 2.93000 0.61724
H 3.21650 -0.13806 0.49691
H 3.47862 -1.72914 -0.24066
H -2.51122 -1.94964 0.54280
H -2.42228 1.41275 -0.41313
H 1.04171 -2.15777 -0.30162
H -2.54157 -1.57484 -1.28231
H 1.55556 1.23907 0.62521
H -1.30973 -0.31158 -1.17121

Results of the Mulliken charge analysis, in e, for atoms 1 through 4: atom 1 (N): -0.168, atom 2 (C): -0.080, atom 3 (C): -0.440, atom 4 (C): -0.870

---

What should be chosen as the least stable of them? Choose ii.

---

--- i ---
Formula: C7H9N
Source: the Open Molecules 2025 dataset
Level of theory: ωB97M-V/def2-TZVPD

Results
Highest occupied orbital energy in eV: -7.01

CARTESIAN COORDINATES (ANGSTROEM)
N -2.38920 0.24752 0.41945
C 0.07491 0.71717 0.34592
C 2.55345 0.34401 -0.64512
C -1.29385 0.63396 0.21598
C 2.26780 -0.48782 0.64021
C 1.08889 0.03568 -1.11753
C -3.60431 -0.10916 -0.25169
C 0.86466 -0.64983 0.19673
H 2.85716 1.52608 -0.63281
H -3.42780 -0.39758 -1.35412
H 2.27581 -0.05266 1.69591
H -3.90809 -1.10295 0.08920
H 0.13823 -1.45619 0.36123
H 0.66357 1.52777 0.65986
H 3.43424 -0.00953 -1.15269
H 2.81287 -1.46412 0.60086
H -4.40834 0.69765 -0.07141

Results of the Mulliken charge analysis, in e, for atoms 1 through 4: atom 1 (N): -0.162, atom 2 (C): -0.827, atom 3 (C): -0.342, atom 4 (C): 0.501

---

--- ii ---
Formula: C7H9N
Source: the Open Molecules 2025 dataset
Level of theory: ωB97M-V/def2-TZVPD

Results
Highest occupied orbital energy in eV: -8.60

CARTESIAN COORDINATES (ANGSTROEM)
N 0.86079 -0.59945 -1.19081
C -2.46753 -0.30017 -0.08383
C 0.70950 1.56112 -0.08203
C -0.62165 1.39218 -0.02103
C -1.16712 0.01936 -0.04102
C 1.13189 -0.64259 0.91198
C -0.03566 -1.01577 -0.04034
C 1.53852 0.28213 -0.21309
H -3.27858 0.42784 -0.23197
H -2.76227 -1.33515 -0.11241
H 1.52518 -1.37914 -1.34483
H -0.42562 -2.01728 -0.01728
H 1.16559 2.55493 -0.07735
H 0.83497 -0.24232 1.91769
H -1.38866 2.23612 -0.08354
H 2.56786 0.55529 -0.41161
H 1.81281 -1.49711 1.12146

Results of the Mulliken charge analysis, in e, for atoms 1 through 4: atom 1 (N): -0.668, atom 2 (C): -1.041, atom 3 (C): -0.738, atom 4 (C): -0.286

---

--- iii ---
Formula: C7H9N
Source: the Open Molecules 2025 dataset
Level of theory: ωB97M-V/def2-TZVPD

Results
Structure (SMILES): C=Cc1cc(C)c[nH]1
Highest occupied orbital energy in eV: -7.69

CARTESIAN COORDINATES (ANGSTROEM)
N 1.59368 -0.12232 -0.13706
C -0.66385 1.55837 -2.53426
C 0.47416 1.25052 -1.89396
C 0.44117 0.39116 -0.71083
C 1.23974 -0.69394 1.09802
C -0.12036 -0.66035 1.20337
C -0.62642 0.04322 0.07759
C -0.93792 -1.44003 2.18810
H 1.38564 1.78630 -2.11413
H -0.63521 -2.48618 2.15421
H -1.54594 0.94098 -2.48834
H 2.51319 0.23094 -0.24008
H -0.86260 -1.04702 3.20160
H -0.65998 2.37359 -3.24945
H 2.01415 -1.06369 1.74601
H -1.61249 0.34997 -0.22212
H -1.99696 -1.41152 1.92136

Results of the Mulliken charge analysis, in e, for atoms 1 through 4: atom 1 (N): -0.130, atom 2 (C): -0.821, atom 3 (C): -0.201, atom 4 (C): 0.262

---

--- iv ---
Formula: C7H9N
Source: the Open Molecules 2025 dataset
Level of theory: ωB97M-V/def2-TZVPD

Results
Structure (SMILES): C1=C[C@H]2C[C@@H]2N2C[C@@H]12
Highest occupied orbital energy in eV: -8.48

CARTESIAN COORDINATES (ANGSTROEM)
N 0.64497 -1.23065 0.56859
C -0.57912 -0.92671 -0.23797
C 1.71041 -0.93885 -0.43031
C -1.18749 0.37412 0.49238
C -2.01255 -0.83913 -0.13007
C -0.38316 1.50389 -0.22745
C 1.21790 0.02519 0.68655
C 0.85750 1.28763 -0.00014
H -1.56464 0.84806 1.55644
H -2.49102 -1.11798 -1.01858
H -2.36510 -1.06564 0.95963
H 1.68000 1.94401 -0.54765
H -0.48302 -0.40696 -1.16561
H 1.54463 -0.34587 -1.39899
H 2.48488 -1.77459 -0.33242
H 1.62118 0.14575 1.69537
H -0.69538 2.51771 -0.46977

Results of the Mulliken charge analysis, in e, for atoms 1 through 4: atom 1 (N): -0.457, atom 2 (C): 0.032, atom 3 (C): -0.473, atom 4 (C): -0.076

---

What should be chosen as the least stable of them? Choose iv.

---

--- i ---
Formula: C7H9N
Source: the Open Molecules 2025 dataset
Level of theory: ωB97M-V/def2-TZVPD

Results
Highest occupied orbital energy in eV: -7.42

CARTESIAN COORDINATES (ANGSTROEM)
N -0.38347 -2.45275 0.77302
C 1.31934 1.40415 1.92277
C -0.33890 -1.28560 -0.17263
C -0.26148 -0.87441 -1.65503
C 0.38822 1.34148 1.00360
C 0.56642 0.63310 -0.22392
C -0.33852 0.61293 -1.41215
C -1.40543 -1.76232 0.67411
H -0.98966 -1.51612 -2.24819
H 0.92640 1.69428 2.88320
H -1.22676 0.88265 -0.87708
H -0.54843 1.76990 1.23906
H 0.03613 1.38359 -2.14114
H 1.64069 0.24510 -0.32099
H 0.71161 -1.34598 -1.98149
H 2.33476 1.04741 1.64306
H -2.43091 -1.77740 0.89379

Results of the Mulliken charge analysis, in e, for atoms 1 through 4: atom 1 (N): -0.570, atom 2 (C): -0.766, atom 3 (C): 0.587, atom 4 (C): -0.538

---

--- ii ---
Formula: C7H9N
Source: the Open Molecules 2025 dataset
Level of theory: ωB97M-V/def2-TZVPD

Results
Structure (SMILES): C1=C[C@@H]2NC[C@H]3[C@@H]1[C@H]32
Highest occupied orbital energy in eV: -8.58

CARTESIAN COORDINATES (ANGSTROEM)
N 1.42833 -1.17611 0.45555
C 0.75720 1.18307 -0.08109
C -0.92848 1.06173 0.00180
C -1.64066 -1.16849 0.00367
C 1.80546 -0.00727 -0.44477
C 0.01343 0.42982 0.93388
C -0.07108 -0.96830 0.15885
C -1.97651 0.05595 -0.25298
H 1.08952 2.23008 0.11773
H 1.73243 -2.01867 0.03593
H 1.59487 -0.17529 -1.63376
H -0.02287 0.64604 1.94158
H -2.95814 0.36009 -0.51795
H -1.20573 2.02562 0.38830
H 2.80391 0.40005 -0.30235
H -0.13797 -0.75416 -0.95325
H -2.28370 -2.12416 0.14886

Results of the Mulliken charge analysis, in e, for atoms 1 through 4: atom 1 (N): -0.548, atom 2 (C): -0.347, atom 3 (C): -0.386, atom 4 (C): -0.873

---

What should be chosen as the least stable of them? Choose ii.

---

--- i ---
Formula: C7H9N
Source: the Open Molecules 2025 dataset
Level of theory: ωB97M-V/def2-TZVPD

Results
Highest occupied orbital energy in eV: -7.80

CARTESIAN COORDINATES (ANGSTROEM)
N 0.02227 -2.25335 0.35146
C -0.01063 2.48431 0.62606
C -0.15447 1.25827 0.18231
C 1.43078 -0.27520 -0.02679
C 0.22888 -0.91968 0.07417
C -2.19960 -0.13679 -0.48468
C 2.64061 -0.17177 -0.52790
C -0.78199 0.07896 -0.04780
H -2.80036 -0.58693 0.31289
H 0.85526 -2.79981 0.51037
H -0.73249 2.92758 1.30632
H -0.73193 -2.47487 0.98538
H 3.03419 -0.89262 -1.24154
H 3.29210 0.65249 -0.25752
H -2.25612 -0.79716 -1.35357
H 0.83577 3.09470 0.33341
H -2.67227 0.81187 -0.74256

Results of the Mulliken charge analysis, in e, for atoms 1 through 4: atom 1 (N): -0.498, atom 2 (C): -0.780, atom 3 (C): 0.004, atom 4 (C): 0.017

---

--- ii ---
Formula: C7H9N
Source: the Open Molecules 2025 dataset
Level of theory: ωB97M-V/def2-TZVPD

Results
Highest occupied orbital energy in eV: -6.16

CARTESIAN COORDINATES (ANGSTROEM)
N -2.24107 0.07548 -0.13530
C -0.25137 0.87104 0.19372
C -1.57445 -1.04772 -0.05058
C 2.00993 0.18223 0.00159
C 1.04795 1.32083 -0.07316
C -1.57555 1.24307 0.03322
C -0.19738 -0.64199 0.40267
C 1.11480 -1.06074 -0.25168
H 2.43412 0.07475 1.01141
H 2.86968 0.27376 -0.68898
H -3.23599 0.11927 -0.26557
H -2.13913 -1.96679 -0.02208
H 1.29995 2.38878 -0.18334
H 0.99028 -1.21043 -1.34116
H 1.48508 -2.01098 0.12317
H -0.01527 -0.79214 1.51178
H -2.02160 2.18158 -0.26571

Results of the Mulliken charge analysis, in e, for atoms 1 through 4: atom 1 (N): 0.130, atom 2 (C): 0.421, atom 3 (C): -0.909, atom 4 (C): -0.576

---

--- iii ---
Formula: C7H9N
Source: the Open Molecules 2025 dataset
Level of theory: ωB97M-V/def2-TZVPD

Results
Structure (SMILES): C#C/C=C/C(N)=C/C
Highest occupied orbital energy in eV: -7.77

CARTESIAN COORDINATES (ANGSTROEM)
N -2.04646 0.70764 -0.35618
C 1.31701 -2.78685 -0.25954
C 0.85967 -1.45899 -0.39416
C 1.79939 -3.87390 -0.09514
C 0.23435 1.21291 0.30097
C -0.41087 -1.06373 -0.16430
C 0.10291 2.70666 0.33066
C -0.74469 0.33577 -0.01741
H -2.71529 -0.04710 -0.32755
H -0.80238 3.05457 -0.16685
H 1.60654 -0.76858 -0.74731
H 1.17749 0.84815 0.67232
H -2.38272 1.54827 0.08499
H -1.19040 -1.79827 -0.00157
H 0.09435 3.08041 1.35691
H 2.14551 -4.86274 -0.04238
H 0.95559 3.16579 -0.17345

Results of the Mulliken charge analysis, in e, for atoms 1 through 4: atom 1 (N): -0.555, atom 2 (C): -0.615, atom 3 (C): -0.990, atom 4 (C): 0.344

---

What should be chosen as the least stable of them? Choose i.

---

--- i ---
Formula: C4H8N
Source: the Open Molecules 2025 dataset
Level of theory: ωB97M-V/def2-TZVPD

Results
Highest occupied orbital energy (spin up / spin down) in eV: -13.18 / -13.91
Charge: +1

CARTESIAN COORDINATES (ANGSTROEM)
N -1.07654 0.58393 -0.06403
C -0.22563 0.04097 1.03850
C 2.28052 0.38815 0.37757
C 2.71543 -0.65466 -0.18849
C -2.33640 -0.15567 -0.09374
H -2.97085 0.10940 0.78210
H 2.58809 1.30076 0.93423
H -1.97683 -1.24051 -0.25221
H -1.24544 1.61784 0.05509
H 3.72123 -0.94430 0.04140
H 2.20615 -1.40402 -0.78744
H -0.53928 0.50427 -0.99381
H -3.14047 -0.14618 -0.84918

Results of the Mulliken charge analysis, in e, for atoms 1 through 4: atom 1 (N): -0.197, atom 2 (C): -0.111, atom 3 (C): -0.262, atom 4 (C): -0.293

---

--- ii ---
Formula: C4H8N
Source: the Open Molecules 2025 dataset
Level of theory: ωB97M-V/def2-TZVPD

Results
Structure (SMILES): C[C@]12C[N@H+]1C2
Highest occupied orbital energy in eV: -16.77
Charge: +1

CARTESIAN COORDINATES (ANGSTROEM)
N 1.00861 0.35117 -0.32553
C -0.29915 -0.00693 -0.03401
C -0.89993 -1.26648 0.45860
C 0.03423 0.56151 -1.41350
C 0.30435 1.08355 0.82818
H 0.00271 -0.31548 -2.05684
H 0.62507 0.67616 1.79838
H -0.31772 -1.42402 1.42205
H -0.10763 1.55258 -1.84994
H 0.27313 2.15574 0.72698
H -1.93972 -1.20407 0.88327
H -0.77313 -2.06580 -0.15337
H 2.08917 -0.09792 -0.28428

Results of the Mulliken charge analysis, in e, for atoms 1 through 4: atom 1 (N): -0.181, atom 2 (C): 0.723, atom 3 (C): -1.049, atom 4 (C): -0.473

---

What should be chosen as the least stable of them? Choose i.

---

--- i ---
Formula: C4H8N
Source: the Open Molecules 2025 dataset
Level of theory: ωB97M-V/def2-TZVPD

Results
Highest occupied orbital energy in eV: -15.49
Charge: +1

CARTESIAN COORDINATES (ANGSTROEM)
N -0.39624 0.12514 -0.56961
C 0.47063 0.78343 0.33798
C 1.87659 0.21682 0.04886
C -1.71191 -0.25875 -0.27451
C 0.82933 -0.67448 0.59662
H 0.04251 1.54983 0.99060
H -0.23786 0.02715 -1.58592
H 0.48012 -1.59005 1.12888
H -2.38923 0.61953 -0.14746
H -2.12283 -0.99274 -0.89274
H -1.52908 -0.70581 0.73734
H 2.53633 0.69198 0.67461
H 2.15163 0.20794 -1.04467

Results of the Mulliken charge analysis, in e, for atoms 1 through 4: atom 1 (N): -0.093, atom 2 (C): -0.171, atom 3 (C): -0.554, atom 4 (C): -0.758

---

--- ii ---
Formula: C4H8N
Source: the Open Molecules 2025 dataset
Level of theory: ωB97M-V/def2-TZVPD

Results
Highest occupied orbital energy in eV: -15.25
Charge: +1

CARTESIAN COORDINATES (ANGSTROEM)
N 0.25814 -0.00368 -0.43982
C 0.76729 -1.21339 -1.01945
C 0.87315 0.10251 -1.71413
C -0.89412 0.12931 1.75322
C -0.33589 0.55393 0.49920
H 1.82683 0.61546 -1.74441
H -1.96557 0.33683 1.75335
H 1.63931 -1.65590 -0.55705
H -0.72229 -0.93159 1.95108
H 0.01858 -1.92034 -1.34936
H -0.47234 0.72531 2.56629
H 0.22487 0.31994 -2.55346
H -0.65903 2.44050 0.08681

Results of the Mulliken charge analysis, in e, for atoms 1 through 4: atom 1 (N): 0.105, atom 2 (C): -0.325, atom 3 (C): -0.362, atom 4 (C): -0.917

---

--- iii ---
Formula: C4H8N
Source: the Open Molecules 2025 dataset
Level of theory: ωB97M-V/def2-TZVPD

Results
Highest occupied orbital energy (spin up / spin down) in eV: -13.23 / -14.22
Charge: +1

CARTESIAN COORDINATES (ANGSTROEM)
N 0.60840 0.01952 -2.03777
C -1.31588 0.79768 0.75829
C 1.39262 -1.19252 0.05362
C -1.68244 1.30581 1.88956
C 0.60415 -0.13730 -0.77855
H 0.11624 0.73501 -2.53347
H -1.63101 0.25697 -0.07601
H -2.75003 1.48474 2.11982
H 1.36315 -0.95103 1.04898
H 2.46877 -1.25027 -0.34401
H -1.19955 1.69770 2.83365
H 1.07924 -0.65828 -2.74241
H 0.94633 -2.10802 -0.19170

Results of the Mulliken charge analysis, in e, for atoms 1 through 4: atom 1 (N): -0.244, atom 2 (C): -0.015, atom 3 (C): -0.970, atom 4 (C): -0.482

---

What should be chosen as the least stable of them? Choose iii.